[1]
C6H25NO8 | ωB97M-V with the def2-TZVPD basis set

total charge	+1
LUMO level (spin up / spin down)	-3.2 / -8.1	eV
spin multiplicity	2
E_tot	-24485.672	eV
HOMO energy (spin up / spin down)	-13.38 / -13.38	eV
largest force on an atom	9.15	eV/A
HOMO-LUMO gap (spin up / spin down)	10.199 / 5.303	eV
molecular weight	239.26	g mol⁻¹

```
40
Properties=species:S:1:pos:R:3:forces:R:3
C -1.54772 -2.90721 0.21900 -0.70 0.87 1.68
C -1.69659 -2.00015 1.46461 0.86 -2.33 -4.97
N -0.52263 -1.34689 1.75048 1.50 0.90 1.62
C 0.55649 -0.98385 0.84818 1.19 0.47 2.05
C 1.70704 -0.57750 1.89337 -0.24 -0.04 0.81
C 1.24046 -1.04078 3.38870 -1.91 0.31 -3.52
C -0.33726 -1.07207 3.13220 1.04 -2.29 3.93
O -2.64982 -1.78616 2.10037 -2.40 0.34 1.66
H -1.58110 -3.90111 0.53807 -0.42 -1.76 0.86
H -2.38011 -2.76956 -0.40898 -0.99 0.31 -0.91
H -0.63621 -2.87793 -0.30433 0.83 0.64 -0.75
H 0.68812 -1.88768 0.19972 0.43 1.53 0.12
H 0.34415 0.00978 0.38108 -0.34 -1.07 -0.60
H 2.60847 -1.07007 1.68590 1.15 -1.19 -0.58
H 2.06419 0.47725 1.75234 -1.14 -0.60 0.47
H 1.57509 -2.02207 3.70188 0.14 -0.24 -0.45
H 1.53515 -0.37078 4.14085 0.14 1.13 0.85
H -0.90340 -1.94715 3.96122 1.40 2.89 -2.98
H -0.76510 -0.08638 3.30653 -0.31 0.21 0.44
H 0.78767 -0.47013 -3.02444 2.18 3.99 -2.82
H 0.23175 -1.80503 -3.33731 -0.98 -2.90 -3.92
O 0.44432 -1.22267 -2.70613 -1.55 -1.80 7.32
H 2.19211 1.99832 -1.34678 2.09 -0.39 1.67
H 3.43660 1.11587 -0.73723 -0.09 -0.17 -0.55
O 2.94381 1.93173 -0.64641 -2.04 0.51 -1.14
H 0.05399 3.13399 -3.36166 -1.04 1.44 -0.50
H -0.07118 1.88909 -2.49409 -0.26 0.73 -0.23
O 0.53894 2.40081 -3.05763 1.41 -1.18 0.80
H -2.03485 2.44784 -1.31056 0.68 -1.89 -2.35
H -1.60134 0.93842 -1.53263 -0.74 2.46 -1.78
O -1.78700 1.80387 -2.09206 -0.78 -1.12 4.13
H 0.86093 1.20617 -4.16175 1.04 -0.84 -0.36
H 2.26033 0.75813 -3.86148 1.14 0.38 0.24
O 1.49303 0.43708 -4.30527 -1.37 0.52 -0.64
H -2.06908 0.95515 1.68178 5.18 -3.97 5.85
H -3.47770 0.96272 1.06204 -5.93 -3.02 -0.01
O -2.67190 1.25700 1.17670 0.74 7.02 -5.83
H -0.37415 3.50877 -0.21406 0.96 -1.13 -0.15
H -0.46204 2.31940 0.62854 -1.35 -0.98 2.37
O 0.00656 2.59377 -0.11073 0.50 2.29 -1.81
```
Positions in Å, forces in eV/Å.

***

[2]
C17H14Cl3N4O6PbS | ωB97M-V with the def2-TZVPD basis set

total charge	-1
LUMO level	2.3	eV
E_tot	-89754.706	eV
HOMO energy	-4.94	eV
largest force on an atom	4.87	eV/A
HOMO-LUMO gap	7.237	eV
molecular weight	715.95	g mol⁻¹

```
46
Properties=species:S:1:pos:R:3:forces:R:3
Pb 0.46900 0.92002 -0.05195 0.20 -0.02 -0.37
O 0.22443 0.95249 4.18464 0.75 0.31 -0.81
C 0.21271 1.76575 3.09510 0.19 -0.22 0.85
O 1.19386 1.82257 2.38552 -0.65 0.25 0.10
C -1.01192 2.65056 3.00700 -1.52 -0.81 -0.62
O -1.41011 2.91414 1.67425 -0.39 -0.30 0.21
C -2.66353 2.32371 1.29934 -0.53 -0.66 0.58
C -2.59275 0.78159 1.02673 -0.63 0.83 0.31
O -3.63177 0.21512 0.66138 0.86 0.29 0.10
O -1.46661 0.29302 1.35134 0.31 -0.62 -0.34
H 1.12913 0.56178 4.10124 -0.76 -0.04 0.38
H -0.78894 3.58974 3.44798 0.71 1.01 0.51
H -1.87877 2.27855 3.60527 0.82 -0.27 -0.40
H -3.03966 2.88868 0.44006 0.07 -0.22 0.23
H -3.40578 2.33470 2.14886 0.57 0.56 -0.68
N -1.30089 5.07682 -2.17797 -1.08 -4.75 -0.07
C -0.97053 3.75999 -1.66009 0.95 3.09 -1.23
S 0.64675 3.68275 -1.00186 -0.83 -0.25 -0.27
N -1.89594 2.87110 -1.90980 0.27 -0.01 -0.77
N -1.39727 1.61902 -1.84057 0.85 -1.02 1.67
C -2.16715 0.63919 -2.06446 -3.34 1.38 -1.17
C -1.92866 -0.74891 -1.77812 1.61 -0.88 0.41
C -2.92930 -1.72642 -1.91219 0.69 2.10 -0.03
C -2.55224 -3.01955 -1.74302 0.45 -0.97 0.76
C -1.26690 -3.33624 -1.27590 0.12 0.83 -0.63
C -0.35214 -2.30577 -1.09604 0.29 0.15 -0.17
N -0.67338 -1.03611 -1.37040 -0.54 -0.43 -0.09
H -0.85947 5.81189 -1.73106 0.45 1.73 0.86
H -2.26071 5.04089 -2.52787 0.50 0.85 0.38
H -3.20541 0.89361 -2.46812 1.14 -0.37 0.61
H -3.91950 -1.31602 -2.07624 -0.10 -0.63 -0.29
H -3.26889 -3.79305 -1.91290 -0.33 -0.51 0.02
H -0.90257 -4.33271 -1.14097 -0.22 -0.52 0.09
H 0.70676 -2.47926 -0.79975 -1.07 0.15 -0.12
Cl 6.13123 -4.93309 0.69368 0.07 0.15 0.31
C 4.99388 -3.63656 0.36041 0.47 0.07 0.37
C 4.65519 -2.69029 1.32297 -0.56 0.04 -1.11
C 3.69835 -1.73326 0.96149 0.84 -0.63 0.74
Cl 3.29487 -0.46189 2.08551 0.00 -0.19 -0.09
C 3.08025 -1.69005 -0.30844 0.29 1.16 0.05
O 2.24135 -0.78913 -0.64047 -0.26 -0.05 0.10
C 3.59927 -2.61046 -1.24039 -0.58 -0.35 -0.36
Cl 2.86862 -2.52206 -2.81691 0.29 -0.18 -0.21
C 4.52140 -3.57758 -0.92986 -0.46 0.56 0.52
H 5.17775 -2.68256 2.25552 -0.08 0.07 0.51
H 4.89601 -4.26674 -1.63296 0.13 -0.64 -0.85
```
Positions in Å, forces in eV/Å.

***

[3]
C6H8N2O2S | ωB97M-V with the def2-TZVPD basis set

total charge	0
LUMO level	0.6	eV
E_tot	-24262.439	eV
HOMO energy	-9.10	eV
largest force on an atom	3.08	eV/A
HOMO-LUMO gap	9.731	eV
molecular weight	172.21	g mol⁻¹

```
19
Properties=species:S:1:pos:R:3:forces:R:3
O -0.57034 2.58581 -0.93599 0.96 0.56 -1.72
C -0.68800 1.46532 -0.51922 -0.93 0.47 2.46
N -1.63449 1.32975 0.49601 1.55 -2.58 -0.67
C -1.79971 0.07801 1.27271 0.68 1.27 -1.26
C -0.63174 -0.89628 1.13085 1.45 -0.22 0.68
O -0.46233 -1.74170 1.99732 -0.39 0.14 -0.37
N 0.27421 -0.80069 0.08568 -1.31 0.80 1.09
C 1.45828 -1.66191 0.11287 -0.26 -0.04 -0.32
S 2.61453 -0.92246 -1.09305 -0.37 -0.02 -0.25
C 1.60093 0.56567 -1.39444 0.64 1.53 1.57
C 0.18117 0.26069 -0.93161 -0.79 -1.46 -1.07
H -2.16384 2.15522 0.69146 -0.10 0.21 0.12
H -2.64284 -0.44594 0.90163 -1.09 -0.68 -0.23
H -1.98787 0.33730 2.30493 0.32 -0.29 0.30
H 1.22617 -2.71903 -0.13856 0.05 0.72 -0.10
H 1.90683 -1.67180 1.10130 -0.13 0.16 0.16
H 1.62196 0.83581 -2.43296 0.03 -0.05 -0.47
H 2.03097 1.45311 -0.82720 -0.56 -1.11 -0.56
H -0.33390 -0.20690 -1.82173 0.23 0.59 0.63
```
Positions in Å, forces in eV/Å.

***

[4]
C5H8O | ωB97M-V with the def2-TZVPD basis set

total charge	0
LUMO level	1.0	eV
E_tot	-7360.919	eV
HOMO energy	-9.17	eV
largest force on an atom	1.81	eV/A
HOMO-LUMO gap	10.128	eV
molecular weight	84.12	g mol⁻¹

```
14
Properties=species:S:1:pos:R:3:forces:R:3
C -0.50660 -0.25585 1.73915 0.05 -0.22 -0.06
C 0.12550 -0.46121 0.36310 0.00 -0.29 0.01
C 0.99374 0.62308 -0.30779 0.03 0.05 -0.03
C 0.15015 0.44293 -1.59959 -0.16 0.17 -0.33
C -0.73368 -0.57342 -0.85573 -0.58 0.14 -0.26
O -1.68828 -1.26739 -1.09170 0.33 0.58 -0.25
H 0.20384 0.07320 2.50778 0.02 -0.25 -0.27
H -1.27660 0.53309 1.67862 0.31 -0.24 -0.17
H -1.01807 -1.15385 2.08780 0.10 0.01 0.01
H 0.61045 -1.41213 -0.00059 0.33 0.09 1.78
H 0.92838 1.63008 0.12018 -0.15 -0.28 -0.01
H 2.05232 0.34584 -0.35149 -0.23 0.13 -0.20
H 0.65873 0.17219 -2.52579 -0.19 -0.06 0.04
H -0.49987 1.30343 -1.76395 0.15 0.17 -0.26
```
Positions in Å, forces in eV/Å.

***

[5]
C24H49BrN3O2SbSe6SiTi | ωB97M-V with the def2-TZVPD basis set

total charge	0
LUMO level (spin up / spin down)	-1.0 / -1.0	eV
E_tot	-533898.474	eV
HOMO energy (spin up / spin down)	-6.66 / -6.66	eV
largest force on an atom	2.94	eV/A
HOMO-LUMO gap (spin up / spin down)	5.642 / 5.642	eV
molecular weight	1163.05	g mol⁻¹

```
88
Properties=species:S:1:pos:R:3:forces:R:3
Ti 0.42654 0.31816 0.13941 1.64 0.27 -0.25
C 2.46187 -3.21591 3.39046 0.28 -0.10 -0.09
C 2.79646 -2.71140 2.01450 -0.11 0.07 0.29
C 3.26168 -3.55219 1.01959 0.05 -0.35 -0.11
C 3.62412 -3.03888 -0.21246 0.08 -0.32 0.02
C 3.41685 -1.70007 -0.43639 -0.13 0.50 -0.14
Br 4.09496 -0.97569 -2.04940 0.01 0.08 -0.10
N 2.84385 -0.86175 0.43033 -0.10 -0.60 0.37
C 2.61057 -1.38333 1.66250 0.28 -0.05 -0.46
H 3.28945 -3.80466 3.79941 -0.04 0.09 -0.08
H 1.59278 -3.87149 3.35658 -0.15 0.02 -0.01
H 2.22907 -2.41183 4.08242 -0.07 0.04 -0.02
H 3.35629 -4.61643 1.21757 0.08 0.11 -0.03
H 4.06494 -3.65456 -0.98452 -0.03 0.02 0.06
H 2.27317 -0.69490 2.40735 -0.33 0.35 0.30
C 4.08154 5.12101 2.87603 -0.06 -0.02 0.00
Se 2.57162 3.95849 2.46993 -0.04 -0.01 0.08
C 3.63219 2.44165 1.84441 -0.11 0.18 -0.10
C 3.85551 2.41264 0.34556 0.02 -0.22 0.15
Se 2.37683 1.92981 -0.84065 0.55 0.55 -0.61
C 1.67787 3.71082 -1.17845 -0.03 0.01 0.16
H 4.71063 4.65574 3.63146 -0.01 0.01 0.00
H 3.67639 6.05129 3.27043 0.01 -0.03 -0.03
H 4.65884 5.33118 1.97948 0.01 0.03 -0.01
H 3.17304 1.53215 2.20891 -0.17 -0.15 0.04
H 4.59425 2.54675 2.34447 0.07 -0.08 0.00
H 4.62094 1.68532 0.08257 0.08 -0.07 0.03
H 4.17936 3.38921 -0.00198 0.04 0.08 -0.17
H 2.47646 4.30638 -1.60813 0.06 0.02 -0.05
H 1.33415 4.15395 -0.25343 -0.07 0.03 0.12
H 0.86333 3.62862 -1.88802 -0.09 -0.06 -0.09
C -0.76466 1.69828 4.70318 0.14 0.26 0.04
O 0.05215 1.55373 3.50399 0.22 -0.27 0.18
C -0.45558 1.85415 2.35789 0.01 0.58 -0.58
O 0.31326 1.85117 1.31990 -0.88 0.69 0.86
N -1.70786 2.28068 2.29023 0.32 0.24 -0.10
N -2.19718 2.80337 1.09224 0.19 -0.05 -0.11
H -0.17610 1.28454 5.50164 0.26 -0.09 0.16
H -1.67802 1.11697 4.62922 -0.13 -0.17 -0.09
H -0.96334 2.76149 4.85894 0.05 -0.05 -0.02
H -2.33801 2.12174 3.06427 -0.11 -0.17 0.08
H -2.12130 3.80819 1.13108 -0.09 0.27 0.03
H -3.16586 2.54252 1.00802 -0.21 -0.19 -0.12
C -1.52167 -3.14575 -2.93143 0.09 0.01 -0.09
C -0.54674 -2.32104 -2.07467 0.25 0.12 -0.09
C -0.08474 -3.20364 -0.90611 -0.28 -0.42 -0.34
C 0.70506 -2.04956 -2.92937 -0.16 -0.22 -0.08
Si -1.33126 -0.60678 -1.53285 -0.58 -0.19 -0.79
C -3.17809 -0.90556 -0.99240 -0.15 0.24 0.03
C -4.15287 -0.95360 -2.18793 -0.07 -0.22 0.10
C -3.35493 -2.21835 -0.20670 0.22 0.05 -0.13
C -3.65825 0.24288 -0.09033 -0.09 0.05 -0.23
C -1.30707 0.64344 -3.05604 -0.15 -0.26 -0.18
C -2.09192 1.90380 -2.65218 -0.07 -0.06 -0.13
C 0.10664 1.11253 -3.40753 -0.15 0.08 -0.25
C -1.90435 0.06982 -4.36340 0.11 0.20 0.10
H -0.98235 -4.01309 -3.33841 -0.05 0.08 0.03
H -1.92228 -2.58023 -3.77635 0.05 -0.08 0.07
H -2.35597 -3.52848 -2.34912 0.03 0.00 -0.04
H 0.34902 -4.13155 -1.31321 -0.10 0.13 0.01
H -0.88345 -3.49712 -0.22416 0.00 0.05 0.01
H 0.68687 -2.73171 -0.31936 0.36 0.18 0.25
H 1.24201 -2.99239 -3.11149 -0.07 0.10 0.04
H 1.40491 -1.37269 -2.43865 0.06 0.07 0.03
H 0.45986 -1.62339 -3.90485 0.02 -0.08 0.10
H -3.86253 -1.69803 -2.93507 -0.08 0.08 0.10
H -4.26695 0.01191 -2.68276 0.01 -0.07 0.03
H -5.14425 -1.24096 -1.80779 0.14 0.05 -0.05
H -3.47809 -3.07988 -0.86699 -0.04 0.10 0.10
H -4.24035 -2.15077 0.42866 -0.03 -0.04 0.00
H -2.51914 -2.45353 0.45012 -0.13 0.02 0.04
H -3.68605 1.18886 -0.64107 -0.03 -0.09 0.11
H -3.02962 0.35831 0.78428 0.10 -0.04 0.21
H -4.66384 0.02535 0.28530 0.01 0.01 -0.08
H -1.76761 2.29685 -1.68357 0.04 0.03 0.04
H -3.16465 1.71535 -2.58659 0.09 0.05 -0.01
H -1.94426 2.69126 -3.40380 0.00 -0.06 0.04
H 0.58709 1.58427 -2.56273 0.13 0.14 0.26
H 0.05424 1.87660 -4.19604 -0.02 -0.06 0.05
H 0.76258 0.32490 -3.76272 0.02 0.00 -0.01
H -2.93460 -0.25506 -4.25618 0.01 0.00 -0.02
H -1.32239 -0.77512 -4.73640 -0.01 0.07 0.00
H -1.88515 0.84439 -5.14365 0.02 -0.04 0.09
Se -2.29021 -4.29577 2.70601 0.15 0.43 -0.17
Sb -1.86685 -2.05029 3.47699 -1.06 -1.34 2.39
Se -0.57487 -0.95235 1.52894 -0.10 -0.94 -0.20
Se -0.40638 -2.00022 5.42689 0.00 0.32 -0.59
Se -3.65756 -0.42060 3.70426 0.03 0.08 -0.35
```
Positions in Å, forces in eV/Å.

***

[6]
AsF6H20O10 | ωB97M-V with the def2-TZVPD basis set

total charge	-2
LUMO level (spin up / spin down)	4.9 / 4.8	eV
spin multiplicity	2
E_tot	-97948.193	eV
HOMO energy (spin up / spin down)	1.33 / -4.79	eV
largest force on an atom	3.01	eV/A
HOMO-LUMO gap (spin up / spin down)	3.588 / 9.599	eV
molecular weight	369.06	g mol⁻¹

```
37
Properties=species:S:1:pos:R:3:forces:R:3
As -0.23755 -0.18435 0.14614 1.40 -2.24 1.44
F -1.01888 0.12303 -1.42397 -0.92 0.53 -1.49
F -1.02805 1.24112 0.95189 -1.21 1.75 0.78
F 0.58967 -0.74382 1.74637 0.25 0.18 0.34
F 0.61690 -1.55644 -0.66368 0.29 -0.73 -0.54
F 1.13165 0.89516 -0.37134 1.62 1.14 -0.60
F -1.62943 -1.22339 0.56050 -1.43 -0.93 0.41
O -3.67349 -3.72052 1.23558 -0.16 -0.38 0.33
H -4.32584 -4.06391 0.62507 -0.05 -0.06 -0.22
H -3.88883 -2.79164 1.31948 0.27 0.44 -0.10
O -3.77965 1.34578 -0.33523 -0.82 0.40 -0.17
H -2.84758 1.14498 -0.25061 0.59 -0.34 -0.01
H -4.18330 0.93933 0.43164 0.11 -0.17 0.19
O -1.95992 1.89230 -3.13398 -0.29 0.70 -1.02
H -1.55089 1.25035 -2.55361 0.25 -0.59 0.54
H -2.00924 2.69208 -2.61038 -0.02 0.13 0.32
O -1.88302 3.65156 0.01360 -0.07 1.07 -0.42
H -1.74173 2.80460 0.43659 0.40 -0.71 0.31
H -2.83321 3.71646 -0.08213 -0.24 -0.20 -0.03
O -0.48335 -4.08115 1.83152 0.30 -0.48 0.11
H -0.95408 -4.57110 2.50577 -0.17 -0.05 0.07
H -0.99247 -3.27848 1.71865 -0.11 0.58 -0.30
O 3.86828 -1.96553 2.36449 0.48 -0.35 0.38
H 3.26035 -1.23062 2.44556 -0.51 0.19 -0.20
H 4.34427 -1.79469 1.55179 -0.06 0.23 -0.26
O 1.62342 3.70644 0.64553 0.24 0.73 0.54
H 2.11764 3.43586 -0.12827 -0.07 -0.31 -0.41
H 1.01724 2.98368 0.80796 -0.21 -0.40 -0.09
O 3.99023 0.43015 -0.26612 0.80 -0.20 0.20
H 3.09598 0.64248 -0.53345 -0.94 0.04 0.13
H 4.50802 0.52202 -1.06592 0.06 0.04 -0.17
O 1.82400 2.73009 -2.17055 0.67 0.56 -0.56
H 1.13546 3.28528 -2.53650 -0.23 0.11 -0.01
H 1.38316 1.90601 -1.96364 -0.32 -0.56 0.53
O 2.17990 -3.76170 -0.48720 0.65 -0.98 -0.27
H 2.92387 -3.17145 -0.36746 -0.08 0.25 0.12
H 1.41047 -3.19997 -0.39408 -0.44 0.60 0.12
```
Positions in Å, forces in eV/Å.